Formula: C39H32ClN2O4P2RuS
Source: the OMol25 dataset
Level of theory: wB97M-V/def2-TZVPD

As for the energy relative to the best compared isomer or geometry (same formula, charge and spin): 0.000 eV. The total charge is +2. The calculation puts the calculated total energy at -3551.241953 Ha. The LUMO energy (spin up / spin down) is -7.817 / -7.633 eV. The largest force on an atom is 0.029 Eh/bohr. The calculation puts the gap between HOMO and LUMO (spin up / spin down) at 6.3 / 6.6 eV. As for the multiplicity: 2. The expectation value of S² is 0.76.

Each line ends with the Mulliken spin population.
Element x y z (Å)
H -2.68103 -6.14948 1.90186  0.000
H 3.46305 2.43941 -1.68169  -0.001
C 4.90246 0.51906 0.72112  -0.004
Cl -5.40183 -2.28904 1.07347  0.002
C -2.81491 -4.04851 1.57632  0.000
H 0.82337 3.05662 1.20364  -0.003
C -0.48411 -4.33520 0.08534  -0.009
H -0.62425 -2.24398 -0.29101  0.064
S 0.69687 -2.15516 3.41239  -0.014
C 2.39642 -0.83650 2.44093  0.036
C -0.38202 2.64725 -1.25782  0.024
H -1.42792 -0.29286 -3.85092  -0.001
C 2.43124 -0.18981 -3.89695  0.003
C 2.08066 0.81937 4.78756  0.004
C 0.35300 0.19220 -2.72853  -0.027
C 6.22099 0.63549 0.30961  0.002
C 5.54129 2.04416 -1.50883  0.002
H 2.32396 0.51582 -1.90174  0.004
H 2.25901 -0.95258 -5.89474  0.000
C 1.00965 3.20348 -0.95781  -0.008
C -0.34788 -0.26988 -3.84643  -0.007
H -4.52540 -1.98759 -2.08797  0.000
H -4.30503 2.54412 1.86236  -0.001
H 4.69733 -0.05696 1.60889  0.000
O -5.23558 2.24310 1.90263  0.000
C 1.74965 0.20950 -2.76138  -0.011
H 0.41275 -4.43631 -0.51152  -0.001
H 7.57518 1.49526 -1.11171  0.000
O -6.45884 0.41534 1.65951  0.000
H -2.15169 -1.59102 -1.64426  0.000
H 1.99035 1.48427 5.63614  0.000
Ru -0.07046 -0.02896 0.81059  0.918
H 1.90755 2.48200 3.38192  -0.001
C 2.23041 -0.49338 4.99216  -0.004
C 2.06291 1.41211 3.45549  -0.018
H -2.85919 2.65569 -1.78972  0.000
C -5.02240 0.10041 -2.19823  0.000
C -2.22319 -5.29399 1.42435  0.001
C -4.54267 1.39818 -2.12008  0.000
H -0.66852 2.96607 -2.26405  0.007
H 1.67250 2.86268 -1.75248  0.000
C -3.20074 1.63231 -1.84882  -0.003
C 3.88845 1.17663 0.02343  -0.002
C 0.34158 -0.67737 -4.97891  0.003
H -6.06828 -0.07734 -2.41056  0.000
H 0.95874 4.28789 -1.05938  0.001
C 2.23046 0.68144 2.34531  -0.028
H 5.78533 2.64531 -2.37439  0.000
C -4.15683 -0.97235 -2.01677  0.001
H -0.21054 -1.02511 -5.84147  0.000
H 3.51299 -0.16466 -3.91078  0.000
H 3.19102 -1.21741 1.79819  0.009
C -2.23709 -2.94210 0.96926  -0.010
H 3.08841 -2.24274 4.05694  0.000
N -2.80670 -1.63275 1.12922  0.000
C 1.58860 2.91497 0.44372  0.015
P 2.15857 1.19445 0.60518  -0.008
H 2.25132 -0.89994 5.99523  0.000
H -0.60780 -6.42177 0.57353  0.000
C 2.36941 -1.45161 3.86127  0.012
O -2.55676 2.85736 1.72526  0.025
C -2.81928 -0.74343 -1.74620  0.006
O -0.72046 1.60071 1.63297  0.014
C -2.78618 0.48765 1.50024  0.012
C -5.38475 0.93893 1.70272  -0.002
H 2.41053 3.60210 0.64910  -0.001
C -2.04493 1.77086 1.63561  -0.011
C -1.07047 -3.08858 0.22589  -0.052
C 4.21993 1.92784 -1.10736  -0.007
H -1.11745 3.04164 -0.55447  -0.002
C -2.32723 0.56115 -1.65183  0.018
N -2.00571 -0.55794 1.26184  -0.055
C -1.06077 -5.44628 0.68399  0.000
H -3.69198 -3.95804 2.19728  0.000
C 1.04690 -1.33297 2.01732  0.111
C -4.09898 -1.24392 1.28627  0.009
C -4.13338 0.12716 1.52046  -0.003
C 1.72652 -0.63447 -5.00837  -0.004
H 6.99968 0.13359 0.86785  0.000
P -0.56902 0.82435 -1.31154  -0.002
H -5.21042 2.23512 -2.27427  0.000
C 6.54357 1.39894 -0.80136  -0.003